(1)
The following is a quantum chemistry calculation of an isolated ion of composition C5H9NO4P and charge +1, from the OMol25 dataset.

CARTESIAN COORDINATES (ANGSTROEM)
C -2.197 -1.462 -0.085
C 2.562 -0.854 0.919
C 2.751 -0.930 -0.563
C -2.094 -0.043 -0.580
C -2.834 0.987 0.351
N -0.716 0.239 -0.671
O -2.998 -2.240 0.210
O -0.701 -1.894 0.237
O 1.176 -0.523 1.093
O 1.482 -1.233 -1.133
P 0.305 -0.817 -0.133
H 2.794 -1.695 1.456
H 3.148 0.070 1.314
H 3.132 -0.073 -1.089
H 3.449 -1.703 -0.889
H -2.491 0.027 -1.709
H -2.013 1.232 1.079
H -3.687 0.456 0.794
H -3.006 1.849 -0.326
H -0.602 1.120 -1.246

Calculated values
net charge	+1
orbital gap (alpha / beta)	0.2323 / 0.2069	Ha
LUMO energy (alpha / beta)	-3.262 / -9.511	eV
spin multiplicity	3
⟨S²⟩	2.0094

Let us look at the Mulliken charges, expressed in e, one per atom: number 1, C, carries -0.042; number 2, C, carries -0.265; number 3, C, carries -0.367; number 4, C, carries 0.316; number 5, C, carries -0.920; number 6, N, carries -0.066; number 7, O, carries -0.357; number 8, O, carries -0.285; number 9, O, carries -0.338; number 10, O, carries -0.371; number 11, P, carries 0.767; number 12, H, carries 0.379; number 13, H, carries 0.263; number 14, H, carries 0.320; number 15, H, carries 0.295; number 16, H, carries 0.305; number 17, H, carries 0.282; number 18, H, carries 0.348; number 19, H, carries 0.357; number 20, H, carries 0.378


(2)
The following is a quantum chemistry calculation of a single C5H9NOS molecule, from the OMol25 dataset.

CARTESIAN COORDINATES (ANGSTROEM)
N -0.389 1.695 0.812
C 0.331 0.469 0.986
C 1.670 0.628 0.221
S 1.558 -0.416 -1.333
C -0.214 -0.321 -1.186
C -1.407 -1.073 -0.815
O -1.660 -2.375 -1.221
C -0.408 -0.644 0.262
H 0.250 2.507 1.076
H -1.176 1.632 1.469
H 0.457 0.162 1.975
H 2.366 0.209 0.881
H 2.030 1.623 -0.043
H -0.443 0.699 -1.403
H -2.360 -0.501 -0.918
H -0.806 -2.821 -1.378
H 0.201 -1.473 0.614

Calculated values
orbital gap	0.3333	Ha
LUMO energy	0.816	eV
energy relative to the best compared isomer or geometry (same formula, charge and spin)	4.1398	eV
SMILES	N[C@@H]1CS[C@H]2[C@@H](O)[C@@H]21

Let us look at the Mulliken charges, expressed in e, one per atom: number 1, N, carries -0.652; number 2, C, carries -0.233; number 3, C, carries -0.902; number 4, S, carries -0.184; number 5, C, carries -0.200; number 6, C, carries -0.080; number 7, O, carries -0.537; number 8, C, carries -0.194; number 9, H, carries 0.238; number 10, H, carries 0.246; number 11, H, carries 0.492; number 12, H, carries 0.395; number 13, H, carries 0.450; number 14, H, carries 0.267; number 15, H, carries 0.318; number 16, H, carries 0.340; number 17, H, carries 0.235


(3)
The following is a quantum chemistry calculation of a single C5H9NOS molecule, from the OMol25 dataset.

CARTESIAN COORDINATES (ANGSTROEM)
C 0.664 -2.051 -0.614
N 0.130 -0.743 -0.316
C 0.748 0.465 -0.896
C -0.227 1.562 -0.495
C -0.868 1.034 0.772
O -0.106 1.477 1.876
C -0.733 -0.483 0.663
S -1.483 -1.553 1.665
H 1.557 -2.241 -0.027
H -0.114 -2.782 -0.356
H 0.881 -2.155 -1.720
H 1.750 0.619 -0.456
H 0.878 0.312 -1.968
H 0.261 2.552 -0.351
H -0.970 1.683 -1.277
H -1.924 1.320 0.859
H -0.445 0.985 2.642

Calculated values
orbital gap	0.3337	Ha
LUMO energy	0.745	eV
energy relative to the best compared isomer or geometry (same formula, charge and spin)	0.4479	eV
SMILES	CN1CC[C@H](O)C1=S

Let us look at the Mulliken charges, expressed in e, one per atom: number 1, C, carries -0.943; number 2, N, carries 0.076; number 3, C, carries -0.606; number 4, C, carries -0.771; number 5, C, carries 0.142; number 6, O, carries -0.516; number 7, C, carries 0.079; number 8, S, carries -0.345; number 9, H, carries 0.324; number 10, H, carries 0.316; number 11, H, carries 0.284; number 12, H, carries 0.277; number 13, H, carries 0.389; number 14, H, carries 0.336; number 15, H, carries 0.301; number 16, H, carries 0.285; number 17, H, carries 0.370


(4)
The following is a quantum chemistry calculation of C5H9NOS as an isolated structure, from the OMol25 dataset.

CARTESIAN COORDINATES (ANGSTROEM)
C -0.649 1.140 0.063
C -0.374 -0.041 1.071
C -1.895 -0.533 0.598
C -0.611 0.011 -0.916
C 0.416 -0.837 0.046
H 0.411 3.258 0.382
H -1.692 1.631 0.179
H -0.222 0.073 2.086
H -2.262 -1.558 1.099
H -2.621 0.234 1.078
H -1.852 -1.774 -0.947
H -0.418 0.536 -1.993
H 0.178 -1.947 -0.041
H 2.341 -1.826 -0.058
N -1.734 -0.795 -0.796
O 0.434 2.029 -0.204
S 2.093 -0.483 0.015

Calculated values
orbital gap	0.2853	Ha
LUMO energy	-0.091	eV
energy relative to the best compared isomer or geometry (same formula, charge and spin)	6.8527	eV

Let us look at the Mulliken charges, expressed in e, one per atom: number 1, C, carries 0.186; number 2, C, carries -0.756; number 3, C, carries -0.534; number 4, C, carries -0.335; number 5, C, carries 0.092; number 6, H, carries 0.377; number 7, H, carries 0.311; number 8, H, carries 0.595; number 9, H, carries 0.300; number 10, H, carries 0.188; number 11, H, carries 0.314; number 12, H, carries 0.304; number 13, H, carries 0.249; number 14, H, carries 0.108; number 15, N, carries -0.490; number 16, O, carries -0.670; number 17, S, carries -0.241


(5)
The following is a quantum chemistry calculation of a single C5H9NS molecule, from the OMol25 dataset.

CARTESIAN COORDINATES (ANGSTROEM)
N 1.112 0.080 1.278
C -0.105 0.391 0.568
C -0.839 -0.882 0.069
C 0.093 -1.394 -1.097
S 1.226 -0.002 -1.648
C 0.103 1.091 -0.765
C -0.210 1.878 0.483
H 1.609 -0.649 0.866
H 0.913 -0.192 2.280
H -0.945 -1.687 0.798
H -1.858 -0.644 -0.326
H -0.447 -1.770 -1.901
H 0.687 -2.170 -0.764
H -0.765 1.117 -1.365
H -1.113 2.445 0.420
H 0.538 2.387 1.105

Calculated values
orbital gap	0.3476	Ha
LUMO energy	0.946	eV
energy relative to the best compared isomer or geometry (same formula, charge and spin)	2.9322	eV
SMILES	N[C@]12CCS[C@@H]1C2

Let us look at the Mulliken charges, expressed in e, one per atom: number 1, N, carries -0.581; number 2, C, carries 0.558; number 3, C, carries -0.766; number 4, C, carries -0.909; number 5, S, carries -0.171; number 6, C, carries -0.381; number 7, C, carries -0.534; number 8, H, carries 0.242; number 9, H, carries 0.243; number 10, H, carries 0.346; number 11, H, carries 0.278; number 12, H, carries 0.454; number 13, H, carries 0.456; number 14, H, carries 0.259; number 15, H, carries 0.256; number 16, H, carries 0.250


(6)
The following is a quantum chemistry calculation of a 2-piece molecular cluster, C5H9NS overall, from the OMol25 dataset.

CARTESIAN COORDINATES (ANGSTROEM)
C 1.694 0.553 1.473
C 1.795 1.936 0.821
C 1.021 0.404 -1.134
C -2.769 -0.347 -0.082
C 1.249 0.800 0.147
N -2.751 -2.682 -1.091
S -2.253 -1.836 0.218
H 2.713 0.132 1.532
H 1.029 0.450 2.378
H 1.096 2.672 1.190
H 2.712 2.403 0.513
H 0.988 1.131 -1.977
H 1.160 -0.675 -1.433
H -2.540 0.443 0.715
H -2.058 -3.277 -1.422
H -3.086 -2.108 -1.848

Calculated values
orbital gap	0.3334	Ha
LUMO energy	0.508	eV
energy relative to the best compared isomer or geometry (same formula, charge and spin)	5.4818	eV

Let us look at the Mulliken charges, expressed in e, one per atom: number 1, C, carries -0.382; number 2, C, carries -0.621; number 3, C, carries -0.699; number 4, C, carries -0.505; number 5, C, carries 0.381; number 6, N, carries -0.458; number 7, S, carries 0.151; number 8, H, carries 0.216; number 9, H, carries 0.223; number 10, H, carries 0.198; number 11, H, carries 0.236; number 12, H, carries 0.244; number 13, H, carries 0.211; number 14, H, carries 0.254; number 15, H, carries 0.225; number 16, H, carries 0.326


(7)
The following is a quantum chemistry calculation of C5H9NS2 as an isolated structure, from the OMol25 dataset.

CARTESIAN COORDINATES (ANGSTROEM)
C -2.183 1.538 -0.009
C -0.721 -0.454 -0.003
C 0.720 -1.053 0.016
C 1.592 -0.601 1.149
C 1.534 -0.606 -1.203
H -2.681 1.412 0.966
H -2.056 2.507 -0.351
H -2.747 0.991 -0.753
H -0.022 1.336 0.232
H 0.556 -2.179 0.077
H 1.201 0.123 1.928
H 2.135 -1.411 1.603
H 1.998 -1.441 -1.754
H 0.917 0.087 -1.835
N -0.859 0.870 -0.021
S -2.069 -1.366 -0.009
S 2.686 0.248 -0.033

Calculated values
orbital gap	0.3252	Ha
LUMO energy	0.670	eV
energy relative to the best compared isomer or geometry (same formula, charge and spin)	1.1172	eV

Let us look at the Mulliken charges, expressed in e, one per atom: number 1, C, carries -0.973; number 2, C, carries 0.055; number 3, C, carries 0.085; number 4, C, carries -0.720; number 5, C, carries -0.739; number 6, H, carries 0.304; number 7, H, carries 0.391; number 8, H, carries 0.332; number 9, H, carries 0.247; number 10, H, carries 0.492; number 11, H, carries 0.282; number 12, H, carries 0.334; number 13, H, carries 0.321; number 14, H, carries 0.347; number 15, N, carries -0.202; number 16, S, carries -0.394; number 17, S, carries -0.163


Number 1: DFT total energy -24287.7552 eV, F_max 10.9 eV Å⁻¹. Number 2: DFT total energy -19700.1635 eV, F_max 2.9 eV Å⁻¹. Number 3: DFT total energy -19703.8554 eV, F_max 1.3 eV Å⁻¹. Number 4: DFT total energy -19697.4507 eV, F_max 6.8 eV Å⁻¹. Number 5: DFT total energy -17653.2614 eV, F_max 2.6 eV Å⁻¹. Number 6: DFT total energy -17650.7117 eV, F_max 4.7 eV Å⁻¹. Number 7: DFT total energy -28490.5188 eV, F_max 3.6 eV Å⁻¹.